Arrangement A

The following is a DFT calculation (the ωB97M-V functional and the def2-TZVPD basis) of a 19-piece molecular cluster, C57H152O19 overall.

## Properties
- M (g/mol) = 1141.82
- HOMO level (eV) = -9.5

Positions of all 228 atoms, in Å:
C1 1.76 -0.61 4.97
C2 3.31 -0.91 5.01
C3 3.69 -2.38 5.14
O1 3.92 -0.39 3.82
H1 1.28 -0.90 5.91
H2 1.25 -1.21 4.19
H3 1.52 0.45 4.86
H4 3.76 -0.43 5.87
H5 3.11 -2.98 4.46
H6 3.59 -2.73 6.17
H7 4.73 -2.46 4.83
H8 3.64 0.56 3.77
C4 -1.65 -2.26 3.80
C5 -1.58 -3.14 2.53
C6 -0.30 -3.90 2.45
O2 -2.70 -4.10 2.54
H9 -2.05 -2.89 4.59
H10 -2.40 -1.47 3.58
H11 -0.73 -1.74 4.10
H12 -1.71 -2.47 1.68
H13 0.57 -3.28 2.46
H14 -0.28 -4.42 1.49
H15 -0.41 -4.73 3.18
H16 -3.49 -3.69 2.04
C7 -1.79 2.32 -3.42
C8 -2.20 0.89 -3.13
C9 -3.72 0.82 -2.86
O3 -1.89 0.15 -4.31
H17 -2.35 2.62 -4.30
H18 -0.70 2.49 -3.62
H19 -2.09 3.01 -2.58
H20 -1.68 0.41 -2.23
H21 -3.95 1.18 -1.89
H22 -4.04 -0.19 -2.93
H23 -4.27 1.37 -3.64
H24 -2.30 -0.69 -4.10
C10 5.10 3.37 -0.98
C11 4.27 3.75 0.20
C12 3.01 2.96 0.53
O4 5.11 3.94 1.33
H25 5.80 4.22 -1.02
H26 4.54 3.21 -1.90
H27 5.68 2.44 -0.83
H28 4.00 4.80 -0.01
H29 3.17 1.89 0.75
H30 2.32 2.99 -0.35
H31 2.50 3.43 1.41
H32 5.51 3.10 1.48
C13 -0.04 -0.32 -7.20
C14 1.44 -0.45 -7.48
C15 1.92 0.40 -8.61
O5 2.05 -0.09 -6.23
H33 -0.45 0.67 -7.06
H34 -0.41 -0.81 -6.29
H35 -0.58 -0.83 -8.01
H36 1.52 -1.51 -7.66
H37 2.95 0.68 -8.53
H38 1.30 1.34 -8.54
H39 1.73 -0.10 -9.54
H40 3.02 -0.21 -6.23
C16 -6.43 -2.54 1.37
C17 -5.20 -1.85 0.83
C18 -4.46 -0.91 1.78
O6 -4.31 -2.89 0.45
H41 -6.78 -3.11 0.49
H42 -7.23 -1.85 1.68
H43 -6.19 -3.23 2.17
H44 -5.40 -1.30 -0.12
H45 -5.03 -0.13 2.33
H46 -3.72 -0.44 1.18
H47 -4.06 -1.59 2.50
H48 -3.57 -2.54 -0.02
C19 3.14 -3.08 0.31
C20 4.45 -2.38 0.60
C21 4.42 -0.88 0.48
O7 4.97 -2.72 1.91
H49 2.86 -2.90 -0.72
H50 2.31 -2.82 0.99
H51 3.29 -4.14 0.43
H52 5.15 -2.78 -0.16
H53 3.85 -0.45 1.28
H54 3.88 -0.69 -0.44
H55 5.43 -0.51 0.51
H56 4.65 -2.03 2.53
C22 3.27 -7.81 1.31
C23 2.51 -8.98 0.59
C24 1.25 -9.40 1.31
O8 2.25 -8.57 -0.74
H57 4.22 -7.57 0.88
H58 3.48 -8.24 2.31
H59 2.59 -6.94 1.37
H60 3.24 -9.79 0.40
H61 0.56 -8.58 1.36
H62 1.43 -9.71 2.33
H63 0.70 -10.24 0.87
H64 1.91 -9.34 -1.20
C25 2.14 -5.86 -2.88
C26 3.64 -6.11 -3.15
C27 4.39 -4.89 -3.29
O9 4.16 -6.88 -2.04
H65 1.57 -6.81 -2.99
H66 1.70 -5.21 -3.65
H67 2.00 -5.54 -1.84
H68 3.69 -6.72 -4.02
H69 4.10 -4.39 -4.20
H70 5.47 -5.03 -3.31
H71 4.18 -4.13 -2.51
H72 3.43 -7.39 -1.78
C28 -10.24 2.06 1.69
C29 -9.62 1.18 0.65
C30 -8.46 1.83 -0.13
O10 -9.18 -0.02 1.39
H73 -9.40 2.46 2.34
H74 -10.86 1.44 2.36
H75 -10.78 2.91 1.28
H76 -10.34 0.90 -0.14
H77 -8.84 2.83 -0.51
H78 -8.07 1.20 -0.89
H79 -7.60 2.06 0.53
H80 -8.35 -0.28 0.96
C31 -1.79 -4.20 -1.24
C32 -1.18 -2.84 -1.44
C33 -0.67 -2.58 -2.82
O11 -2.24 -1.90 -1.13
H81 -2.68 -4.29 -1.85
H82 -1.90 -4.33 -0.14
H83 -1.00 -4.93 -1.62
H84 -0.44 -2.61 -0.70
H85 -1.38 -2.99 -3.54
H86 0.26 -3.12 -2.95
H87 -0.34 -1.56 -3.02
H88 -1.77 -1.14 -0.78
C34 -0.99 6.99 -2.08
C35 0.19 6.07 -1.82
C36 0.58 6.18 -0.39
O12 -0.03 4.72 -2.22
H89 -1.82 6.95 -1.32
H90 -1.43 6.72 -3.04
H91 -0.74 8.03 -1.98
H92 1.03 6.35 -2.49
H93 -0.14 5.80 0.37
H94 0.69 7.26 -0.11
H95 1.54 5.70 -0.25
H96 -0.92 4.41 -1.88
C37 -0.31 2.73 5.65
C38 -0.82 3.90 4.84
C39 0.00 4.25 3.63
O13 -2.14 3.50 4.42
H97 -0.18 1.80 5.06
H98 -1.00 2.45 6.44
H99 0.64 2.96 6.14
H100 -0.89 4.85 5.44
H101 -0.41 5.17 3.18
H102 -0.04 3.46 2.86
H103 1.10 4.36 3.93
H104 -2.65 4.28 4.55
C40 -4.83 3.42 1.93
C41 -3.64 2.99 1.11
C42 -2.96 4.23 0.47
O14 -2.67 2.23 1.85
H105 -4.48 4.16 2.62
H106 -5.40 2.67 2.45
H107 -5.63 3.93 1.38
H108 -4.03 2.34 0.32
H109 -2.67 4.87 1.33
H110 -3.70 4.75 -0.12
H111 -2.11 4.04 -0.12
H112 -2.54 2.65 2.74
C43 -5.83 1.60 5.36
C44 -7.07 0.86 4.76
C45 -8.39 1.25 5.47
O15 -7.05 1.15 3.39
H113 -6.03 2.66 5.38
H114 -4.90 1.28 4.84
H115 -5.67 1.27 6.39
H116 -6.94 -0.22 4.92
H117 -8.65 2.35 5.42
H118 -8.37 0.90 6.51
H119 -9.29 0.70 5.03
H120 -7.74 0.63 2.90
C46 5.52 2.32 5.10
C47 4.04 2.68 4.95
C48 3.79 4.08 5.42
O16 3.61 2.44 3.61
H121 6.00 2.50 6.08
H122 6.09 2.96 4.43
H123 5.78 1.29 4.97
H124 3.48 1.86 5.42
H125 2.70 4.30 5.53
H126 4.24 4.89 4.87
H127 4.29 4.06 6.46
H128 4.09 3.03 3.04
C49 1.44 3.61 -5.38
C50 2.37 2.82 -4.46
C51 3.79 2.78 -5.04
O17 2.45 3.50 -3.20
H129 1.52 3.22 -6.44
H130 1.68 4.71 -5.47
H131 0.40 3.49 -5.11
H132 2.09 1.77 -4.24
H133 4.21 3.73 -5.02
H134 3.72 2.36 -6.05
H135 4.42 2.16 -4.35
H136 1.53 3.83 -3.05
C52 0.88 0.29 1.37
C53 0.34 0.96 0.10
C54 1.00 0.31 -1.10
O18 -1.08 0.76 0.06
H137 2.00 0.30 1.40
H138 0.52 -0.79 1.38
H139 0.49 0.82 2.24
H140 0.55 2.04 0.14
H141 2.06 0.59 -1.13
H142 0.54 0.64 -2.06
H143 0.88 -0.83 -0.99
H144 -1.41 1.36 0.78
C55 5.42 -1.41 -4.50
C56 6.04 -1.16 -5.86
C57 5.97 -2.37 -6.73
O19 5.35 -0.18 -6.63
H145 5.98 -2.07 -3.81
H146 4.38 -1.77 -4.62
H147 5.41 -0.47 -3.90
H148 7.07 -0.91 -5.73
H149 6.48 -3.23 -6.31
H150 6.53 -2.18 -7.63
H151 4.96 -2.70 -6.97
H152 5.38 0.70 -6.24

Atomic partial charges in e from the Löwdin method, atoms 1 to 8:
1 C -0.0289
2 C -0.4537
3 C -0.0429
4 O -0.0892
5 H 0.0788
6 H 0.0579
7 H 0.0438
8 H 0.1175

Arrangement B

The following is a DFT calculation (the ωB97M-V functional and the def2-TZVPD basis) of a 19-piece molecular cluster, C57H152O19 overall.

## Properties
- M (g/mol) = 1141.82
- HOMO level (eV) = -9.4

Positions of all 228 atoms, in Å:
C1 21.61 14.11 15.70
C2 20.76 15.42 15.70
C3 19.77 15.41 14.58
O1 20.11 15.46 16.96
H1 22.06 14.01 14.74
H2 21.05 13.19 15.88
H3 22.34 14.04 16.48
H4 21.46 16.26 15.52
H5 19.27 14.44 14.60
H6 20.22 15.62 13.60
H7 19.08 16.23 14.70
H8 19.51 16.26 17.04
C4 20.06 14.17 20.54
C5 18.84 13.65 19.78
C6 17.75 14.76 19.78
O2 19.17 13.20 18.49
H9 20.66 14.75 19.85
H10 20.73 13.38 20.89
H11 19.76 14.86 21.33
H12 18.44 12.75 20.22
H13 18.18 15.63 19.29
H14 17.57 15.10 20.80
H15 16.76 14.48 19.36
H16 19.46 13.99 17.99
C7 15.24 17.92 22.38
C8 14.35 17.73 21.17
C9 14.21 16.25 20.94
O3 13.08 18.20 21.46
H17 14.82 17.36 23.22
H18 15.24 18.92 22.83
H19 16.28 17.70 22.13
H20 14.76 18.30 20.34
H21 13.50 15.98 20.14
H22 13.86 15.80 21.86
H23 15.16 15.82 20.63
H24 13.00 19.17 21.59
C10 19.37 19.78 14.13
C11 20.61 19.26 13.44
C12 20.21 18.68 12.10
O4 21.60 20.23 13.27
H25 19.57 20.16 15.13
H26 18.62 18.99 14.15
H27 19.01 20.68 13.66
H28 21.04 18.45 14.04
H29 19.85 19.46 11.43
H30 19.40 17.96 12.26
H31 21.04 18.15 11.61
H32 21.86 20.64 14.13
C13 9.78 19.47 12.07
C14 11.29 19.70 12.16
C15 11.67 20.27 13.53
O5 12.03 18.49 12.03
H33 9.37 18.94 12.95
H34 9.46 18.98 11.13
H35 9.30 20.45 12.05
H36 11.55 20.47 11.39
H37 11.37 19.58 14.35
H38 11.21 21.23 13.75
H39 12.75 20.35 13.60
H40 11.66 17.96 11.31
C16 18.56 12.13 12.38
C17 17.25 12.83 11.99
C18 17.41 13.56 10.67
O6 16.21 11.90 11.85
H41 19.40 12.85 12.28
H42 18.73 11.28 11.71
H43 18.60 11.84 13.42
H44 17.09 13.57 12.80
H45 18.28 14.21 10.76
H46 16.46 14.07 10.44
H47 17.65 12.84 9.90
H48 16.12 11.38 12.66
C19 15.87 21.20 14.89
C20 16.63 22.13 15.79
C21 16.96 23.51 15.16
O7 15.94 22.31 17.03
H49 16.18 21.16 13.86
H50 14.84 21.58 14.81
H51 15.92 20.22 15.36
H52 17.56 21.60 16.04
H53 17.51 23.46 14.21
H54 17.53 24.02 15.95
H55 16.05 24.05 14.93
H56 15.01 22.59 16.87
C22 11.05 12.12 20.80
C23 11.27 12.09 19.28
C24 12.64 11.48 18.96
O8 10.24 11.34 18.55
H57 11.40 11.16 21.19
H58 9.98 12.33 21.03
H59 11.58 12.97 21.28
H60 11.26 13.14 18.91
H61 13.39 12.09 19.48
H62 12.88 11.50 17.89
H63 12.79 10.51 19.41
H64 9.37 11.64 18.83
C25 9.54 16.08 14.92
C26 9.46 16.45 16.41
C27 9.65 17.96 16.59
O9 8.27 15.95 17.02
H65 8.66 16.50 14.44
H66 9.65 14.99 14.74
H67 10.42 16.49 14.44
H68 10.25 15.97 16.98
H69 8.99 18.44 15.90
H70 10.67 18.22 16.27
H71 9.58 18.21 17.66
H72 7.54 16.36 16.54
C28 12.98 24.47 18.45
C29 12.59 23.21 17.71
C30 11.09 23.12 17.54
O10 13.24 23.17 16.45
H73 12.41 24.57 19.39
H74 12.80 25.28 17.75
H75 14.04 24.44 18.70
H76 13.03 22.33 18.16
H77 10.66 22.85 18.52
H78 10.78 22.36 16.79
H79 10.68 24.12 17.27
H80 12.74 23.72 15.82
C31 10.03 16.21 20.30
C32 9.75 16.78 21.71
C33 8.69 15.83 22.38
O11 10.94 16.71 22.49
H81 9.18 16.29 19.60
H82 10.33 15.19 20.36
H83 10.82 16.82 19.86
H84 9.28 17.73 21.63
H85 7.77 15.69 21.79
H86 8.51 16.15 23.41
H87 9.15 14.84 22.40
H88 11.65 17.25 22.15
C34 12.59 14.03 11.04
C35 12.45 13.86 9.50
C36 13.80 14.27 8.92
O12 12.14 12.54 9.20
H89 12.80 15.08 11.24
H90 13.45 13.42 11.30
H91 11.71 13.76 11.66
H92 11.62 14.38 9.03
H93 13.88 14.45 7.86
H94 14.53 13.47 9.19
H95 14.18 15.11 9.50
H96 12.81 12.00 9.62
C37 13.46 17.97 17.10
C38 14.53 16.86 16.83
C39 13.92 15.70 16.09
O13 15.64 17.39 16.10
H97 12.79 17.73 17.92
H98 12.88 18.11 16.18
H99 13.98 18.89 17.34
H100 14.97 16.50 17.77
H101 13.16 15.25 16.69
H102 14.66 14.94 15.82
H103 13.50 16.06 15.13
H104 15.28 17.57 15.21
C40 8.79 9.70 15.56
C41 10.07 10.42 15.13
C42 9.83 11.94 15.09
O14 11.10 10.13 16.03
H105 8.57 10.07 16.57
H106 8.89 8.62 15.50
H107 7.98 9.94 14.88
H108 10.45 10.04 14.15
H109 10.78 12.47 14.90
H110 9.56 12.28 16.09
H111 9.08 12.23 14.36
H112 10.80 10.41 16.91
C43 14.81 22.14 22.86
C44 14.20 21.90 21.48
C45 15.27 21.35 20.51
O15 13.08 21.02 21.47
H113 14.18 22.76 23.51
H114 15.78 22.60 22.74
H115 14.90 21.20 23.40
H116 13.91 22.89 21.05
H117 14.88 21.09 19.52
H118 15.75 20.48 20.96
H119 16.03 22.12 20.29
H120 12.28 21.55 21.55
C46 17.23 18.87 18.80
C47 18.34 18.65 17.76
C48 19.73 18.49 18.45
O16 18.19 17.46 17.05
H121 16.22 19.06 18.41
H122 17.51 19.75 19.37
H123 17.18 18.02 19.51
H124 18.32 19.53 17.09
H125 19.81 19.22 19.24
H126 20.51 18.56 17.69
H127 19.74 17.49 18.90
H128 17.32 17.33 16.60
C49 15.58 18.84 11.50
C50 15.25 17.49 12.15
C51 16.48 16.80 12.63
O17 14.50 17.71 13.31
H129 16.06 18.65 10.54
H130 16.25 19.34 12.20
H131 14.71 19.47 11.29
H132 14.67 16.92 11.44
H133 17.22 16.69 11.84
H134 16.30 15.83 13.09
H135 16.98 17.42 13.41
H136 13.64 18.05 13.06
C52 9.97 20.20 20.24
C53 9.46 21.33 21.12
C54 9.14 20.75 22.46
O18 10.58 22.22 21.30
H137 9.29 19.35 20.26
H138 10.89 19.83 20.68
H139 10.10 20.57 19.24
H140 8.66 21.91 20.63
H141 8.41 19.97 22.38
H142 8.70 21.55 23.07
H143 10.07 20.37 22.94
H144 10.42 22.97 21.90
C55 16.58 12.64 16.00
C56 15.65 11.51 15.59
C57 14.26 11.97 15.08
O19 16.17 10.70 14.55
H145 17.54 12.27 16.34
H146 16.08 13.17 16.82
H147 16.72 13.38 15.21
H148 15.46 10.91 16.45
H149 13.53 11.19 15.24
H150 14.35 12.37 14.08
H151 13.92 12.82 15.66
H152 16.94 10.24 14.87

Atomic partial charges in e from the Löwdin method, atoms 1 to 8:
1 C -0.0387
2 C -0.4741
3 C -0.0566
4 O -0.0862
5 H 0.0677
6 H 0.0761
7 H 0.0696
8 H 0.1333

The least stable of them is arrangement A.